# C35H86N2O13S3

A 10-piece molecular cluster, C35H86N2O13S3 overall (ωB97M-V with the def2-TZVPD basis set, the OMol25 dataset).

Element x y z (Å)
H  -5.4863  -5.5569  4.2971
O  -4.5014  -3.6926  -9.2103
H  3.2750  1.2025  8.6496
H  5.1815  4.2454  -2.5366
H  8.2378  -3.2175  -2.6128
H  -4.1085  -4.5327  3.8808
H  -8.3895  -0.0651  9.4113
H  -3.0399  7.5713  -2.3580
H  5.0359  5.3109  -0.4456
H  -6.2579  -0.4870  7.8735
H  2.3734  -7.4526  -0.7085
C  -5.4397  -3.1039  -7.2501
C  -1.0405  1.9599  1.0276
C  -8.0753  0.6415  8.6432
H  8.1455  -4.2417  -0.0089
H  6.2039  -0.9591  -0.5111
H  -3.9107  10.7723  -2.1025
H  2.2115  1.1161  7.2620
H  2.8220  -5.9016  -0.9262
H  -0.5346  1.7088  -1.0536
H  -8.8636  0.0362  6.7204
C  8.9386  -2.6130  -2.0369
H  -6.0885  -3.1340  -6.3747
H  9.6909  -2.1941  -2.7053
C  -6.6255  0.4990  8.1577
H  7.0623  -2.1680  0.3335
C  -0.7715  -5.5384  5.1934
H  6.4932  6.1812  -3.7449
H  3.3483  2.4899  -8.7586
O  0.6457  3.3904  7.4977
H  -1.6682  -7.4664  2.8544
H  2.1068  1.8050  -9.9725
H  -3.6793  -3.3334  -8.8685
C  -0.9691  1.1200  -0.2457
C  3.6803  2.9103  7.4602
H  -6.5632  -5.1960  -9.6244
H  -3.6260  6.9061  -0.9478
C  4.5531  6.1745  -0.9030
O  -1.7812  -6.4349  4.7318
C  -4.3995  -5.5271  4.2193
H  -0.1593  1.9225  -6.7082
H  -4.4312  -8.2714  4.5531
H  -0.8277  -5.3005  6.2556
H  -5.8426  -2.3707  -7.9488
H  -2.7081  -0.0747  0.0873
H  2.3819  -6.1726  -3.5694
H  -5.8418  0.7078  6.1827
H  -1.6677  1.5403  1.8142
H  9.3844  -5.5094  -0.2453
C  1.7657  -6.5369  -2.7473
H  2.6639  3.9170  10.3344
H  7.1796  5.8677  -2.1494
N  -4.3893  -7.8962  3.6163
C  2.4568  4.1163  9.2830
H  6.1902  -2.5035  -1.2245
H  -2.9324  1.4512  -0.8172
C  -8.8950  0.9035  7.3799
H  -4.7873  7.8167  -1.8378
H  8.1875  -5.2977  -1.3374
H  -4.7354  9.1751  0.8271
O  -4.5830  9.5379  -0.0486
H  -0.4854  1.5070  -8.2495
H  -2.0039  0.1366  -1.6096
H  0.7060  -4.8851  -2.9380
H  8.7741  -0.7974  -0.7750
O  0.6583  2.0247  9.6346
H  3.1613  3.3970  6.6345
H  -6.9626  -5.7284  -8.1431
O  1.3657  -0.1036  -5.8583
C  -5.2392  -4.3372  -8.1861
C  -3.0104  10.3678  -1.6400
O  -0.1001  0.0112  -0.0018
C  2.6866  -6.8022  -1.5252
C  -3.7135  -6.6101  3.3644
H  3.4359  0.9838  -7.3480
C  0.3869  1.6553  -7.6129
H  -2.3763  9.9612  -2.4278
C  2.4170  1.9527  -8.9380
O  -7.8854  1.7033  4.9178
H  -5.8228  2.3139  7.1301
H  7.2004  -1.3831  -3.1195
H  4.2132  4.8735  8.2756
C  4.9185  6.1314  -2.3709
C  -3.7354  7.8065  -1.5523
H  1.0534  3.6438  -8.4377
H  -2.5575  8.9985  -0.0014
H  1.7957  2.9981  -7.0660
O  0.6499  -5.6645  -2.3804
S  -7.8799  2.0031  6.3524
H  -5.3885  -7.7571  3.5676
H  -0.0244  2.0145  1.4182
H  -4.4980  -2.6852  -6.8951
H  4.4154  3.5282  9.4681
C  -2.1115  -6.5805  3.3091
H  -2.5748  11.2557  -1.1817
N  7.5992  -0.6652  -2.5316
H  -0.8656  -4.5618  4.7184
H  -1.7079  -5.7621  2.7130
C  1.3884  2.6904  -8.0291
H  -4.0497  -6.4126  2.3465
H  -3.8887  -5.5025  5.1818
C  -3.3481  9.1442  -0.7374
H  -6.1029  0.9258  9.0138
O  0.5279  -1.0783  -7.9931
O  4.6302  4.9029  -2.9672
C  2.7946  0.6300  -8.1551
C  8.8441  -4.6883  -0.7164
H  4.6327  7.0832  -0.3064
C  6.8449  -1.8247  -0.6779
H  6.6284  7.4596  -2.6947
H  1.9814  5.0802  9.4643
H  4.2156  6.8183  -2.8422
C  -6.2911  1.3478  6.9421
H  0.2787  -5.8289  5.1652
S  1.2005  0.0343  -7.3049
H  0.2592  -0.1303  -0.8807
S  1.3537  2.8267  8.5935
H  3.4983  5.9864  -0.7028
H  -4.7441  -5.1616  -7.6729
O  9.5843  -3.6164  -1.1956
C  6.3887  6.3963  -2.6814
C  -2.2785  0.5937  -0.6589
H  -7.4414  -4.0603  -8.8528
C  -6.6685  -4.7921  -8.6174
H  -9.8775  1.3174  7.6071
H  0.7808  -7.7291  -4.2958
H  0.0726  -7.9706  -2.7283
H  -1.3944  2.9619  0.7848
H  3.1956  -0.1585  -8.7920
C  1.0198  -7.7820  -3.2336
C  2.7292  1.8082  7.9262
C  8.1165  -1.4316  -1.3696
H  3.6625  -7.2473  -1.7191
O  -8.0216  3.3699  6.9050
C  3.8138  3.9325  8.6540
H  1.5384  -8.6945  -2.9397
H  8.4703  -0.5346  -3.0258
H  4.6996  2.6175  7.2085
H  -8.1338  1.5258  9.2779

## Properties
HOMO-LUMO gap: 9.20 eV
SMILES: O=S1(=O)CCCC1.O=S1(=O)CCCC1.O=S1(=O)CCCC1.COC[C@H](C)N.COC[C@H](C)N.CC(C)O.CC(C)O.CC(C)O.CC(C)O.CC(C)O
largest force on an atom: 4.116 eV/Å
electronic energy: -3666.95862 Eh

# C6H17FNO5P2S

C6H17FNO5P2S as an isolated structure (ωB97M-V with the def2-TZVPD basis set, the OMol25 dataset).

Element x y z (Å)
O  -2.0346  -1.0553  1.3706
O  0.8150  -4.8691  2.0424
C  0.0965  1.1075  -0.3750
H  1.4491  0.1946  -3.4669
H  1.2871  -0.2875  0.7703
C  1.6159  2.2455  -2.8504
H  0.6494  3.8508  -3.9423
O  -2.6351  0.3910  3.2902
H  1.0626  1.2832  1.5468
H  -0.4803  2.7288  -3.1918
P  -2.1880  -1.0688  2.8122
N  0.6596  -2.5853  2.9446
O  -3.4186  -1.9381  3.3069
C  1.2338  0.7877  0.5884
H  1.6943  2.8258  -1.9273
H  0.4011  2.2529  -4.6487
C  1.4680  0.7595  -2.5285
H  0.0295  2.1926  -0.5239
H  -1.0112  -2.6439  4.7824
H  -3.7327  -2.4394  2.5244
H  -0.6720  0.5926  -2.3114
H  0.2303  -0.6856  -1.5377
H  2.5593  2.3926  -3.3851
S  0.1167  -3.6539  1.9190
C  0.4789  2.7985  -3.7056
H  -0.8437  0.8011  0.0869
F  -1.3582  -4.0237  2.3792
C  0.2247  0.3928  -1.7164
O  0.0322  -3.1658  0.6023
H  2.2027  1.1267  0.2129
H  -1.9024  0.9862  3.0184
H  2.3622  0.4240  -1.9964
P  -0.3920  -1.7179  3.9097

## Properties
HOMO-LUMO gap: 8.16 eV
largest force on an atom: 2.358 eV/Å
charge: -1
electronic energy: -1850.69771 Eh

# CCl2N2O

A 2-piece molecular cluster, CCl2N2O overall (ωB97M-V with the def2-TZVPD basis set, the OMol25 dataset).

Element x y z (Å)
Cl  -3.0954  -0.5223  -0.3071
O  1.7297  1.3925  0.1873
Cl  2.0345  -1.0882  -0.3736
C  1.3735  0.2898  0.1528
N  -0.9865  0.3517  0.9504
N  -1.4247  -0.4510  0.1902

## Properties
HOMO-LUMO gap (spin up / spin down): 6.89 / 8.96 eV
largest force on an atom: 5.183 eV/Å
electronic energy: -1143.09042 Eh